No. 1
Formula: C17H19IN5O4RhS7
Source: the OMol25 dataset
Level of theory: ωB97M-V with the def2-TZVPD basis set

The geometry in XYZ format:
```
54
Properties=species:S:1:pos:R:3:lowdin_charge:R:1
Rh -0.030 -1.190 0.549 0.572
O 5.159 -5.014 3.143 -0.041
C 4.294 -4.334 2.669 -1.008
S 3.532 -4.669 1.099 0.971
C 2.432 -3.311 1.086 -1.142
C 2.474 -2.468 2.206 -1.143
S 1.552 -1.084 2.441 0.622
S 3.627 -2.891 3.454 0.971
S 1.477 -3.104 -0.285 0.618
O 2.448 3.792 -0.579 0.038
C 3.115 2.909 -1.339 -0.276
C 4.238 3.372 -2.026 -0.019
C 4.967 2.520 -2.829 -0.086
C 4.596 1.184 -2.973 -0.093
C 3.484 0.721 -2.298 -0.023
C 2.730 1.563 -1.475 -0.082
C 1.560 0.979 -0.775 -0.471
O 1.211 -0.212 -1.053 -0.211
N 0.914 1.772 0.073 0.001
N -0.097 1.107 0.735 -0.175
C -0.863 1.823 1.453 -0.922
S -0.652 3.564 1.616 0.945
C -2.124 3.785 2.661 -0.524
C -2.310 2.530 3.487 -0.515
S -2.191 1.116 2.357 0.892
H 1.734 3.286 -0.114 0.043
H 4.518 4.410 -1.902 0.115
H 5.840 2.899 -3.349 0.102
H 5.172 0.519 -3.603 0.097
H 3.166 -0.310 -2.383 0.113
H -2.987 3.971 2.023 0.072
H -1.946 4.656 3.290 0.078
H -3.287 2.484 3.967 0.079
H -1.528 2.432 4.238 0.082
C -4.764 -3.216 -0.220 -0.065
N -3.753 -3.123 0.818 -0.039
C -2.449 -3.313 0.614 -0.865
N -2.071 -3.842 -0.551 0.135
S -1.310 -2.915 1.830 0.607
H -5.715 -2.891 0.192 0.091
H -4.886 -4.244 -0.567 0.091
H -4.512 -2.574 -1.066 0.085
H -3.983 -2.694 1.698 0.120
H -2.702 -3.862 -1.335 0.101
H -1.081 -3.855 -0.748 0.043
N -3.199 1.188 -1.031 0.171
C -2.232 0.335 -1.380 -0.632
O -2.061 -0.741 -0.799 -0.071
C -1.364 0.651 -2.573 -0.531
I -1.032 2.717 -2.988 0.872
H -3.672 1.033 -0.155 0.086
H -3.223 2.113 -1.431 0.038
H -1.824 0.228 -3.463 0.058
H -0.393 0.192 -2.411 0.029
```

Results
Spin multiplicity: 5
Expectation value of S²: 6.0242
LUMO (spin up / spin down): -0.2 / -1.5 eV
Energy: -4429.57160 Eh


No. 2
Formula: C17H19LiN7S
Source: the OMol25 dataset
Level of theory: ωB97M-V with the def2-TZVPD basis set

The geometry in XYZ format:
```
45
Properties=species:S:1:pos:R:3:lowdin_charge:R:1
Li 0.239 0.571 -0.090 0.509
C -3.428 2.685 3.435 -0.053
C -2.410 3.136 2.602 -0.066
C -1.720 2.245 1.811 -0.025
C -2.046 0.882 1.832 -0.274
C -3.086 0.436 2.665 0.003
C -3.762 1.335 3.462 -0.059
N -1.283 0.053 1.053 -0.016
N -1.626 -1.159 0.950 0.114
C -0.819 -1.941 0.155 -0.332
C -1.070 -3.318 0.112 0.029
C -0.251 -4.114 -0.670 -0.035
C 0.776 -3.518 -1.390 -0.033
C 0.936 -2.142 -1.293 -0.153
N 0.169 -1.374 -0.546 0.026
H -3.956 3.386 4.064 0.112
H -2.157 4.186 2.586 0.110
H -0.930 2.581 1.147 0.100
H -3.324 -0.617 2.677 0.110
H -4.549 0.989 4.117 0.112
H -1.875 -3.742 0.691 0.120
H -0.394 -5.181 -0.727 0.118
H 1.440 -4.109 -2.000 0.112
H 1.727 -1.634 -1.828 0.108
S -1.388 1.083 -2.092 0.639
C -0.136 0.848 -3.142 -0.927
N 0.847 1.751 -3.378 0.012
C 1.693 1.320 -4.477 -0.132
C 1.365 -0.180 -4.567 -0.135
N 0.094 -0.252 -3.877 0.026
H 0.678 2.729 -3.205 0.138
H 2.742 1.507 -4.248 0.120
H 1.438 1.844 -5.403 0.126
H 2.116 -0.782 -4.042 0.109
H 1.290 -0.543 -5.591 0.125
H -0.465 -1.085 -3.818 0.143
N 2.210 1.362 2.341 -0.021
C 2.898 0.767 3.330 -0.079
C 2.984 -0.566 3.003 -0.050
C 2.310 -0.677 1.785 -0.161
N 1.845 0.498 1.390 -0.039
H 1.989 2.341 2.255 0.158
H 3.264 1.307 4.177 0.121
H 3.457 -1.348 3.556 0.099
H 2.168 -1.555 1.190 0.092
```

Results
Relative energy (zero: lowest compared OMol25 entry of this formula, charge and spin): 0.2949 eV
Net charge: +1
LUMO: -4.0 eV
Energy: -1448.08317 Eh


No. 3
Formula: C17H19N2O4
Source: the OMol25 dataset
Level of theory: ωB97M-V with the def2-TZVPD basis set

The geometry in XYZ format:
```
42
Properties=species:S:1:pos:R:3:lowdin_charge:R:1
C 5.438 -4.230 2.848 -0.081
C 4.926 -3.055 3.634 -0.221
O 3.491 -3.228 3.714 0.001
C 2.944 -2.234 4.421 -0.443
O 3.582 -1.366 4.978 0.099
C 1.415 -2.332 4.478 -0.401
C 0.937 -1.425 5.605 -0.018
N 1.192 -3.763 4.728 0.147
C 0.548 -4.309 5.679 -0.102
C 0.574 -5.764 5.905 -0.193
C -0.252 -6.374 6.870 -0.048
C -0.220 -7.757 7.044 -0.102
C 0.642 -8.549 6.271 -0.105
C 1.488 -7.941 5.331 -0.088
C 1.456 -6.555 5.150 -0.025
C 0.842 -1.951 3.153 -0.226
C -0.611 -1.919 3.131 -0.079
C -1.150 -0.644 2.789 -0.518
O -2.287 -0.214 2.613 -0.046
N 0.012 0.182 2.659 -0.027
C -0.085 1.509 2.119 -0.042
C 1.199 -0.496 2.756 -0.385
O 2.316 -0.062 2.533 0.053
H 6.522 -4.146 2.757 0.071
H 5.211 -5.176 3.351 0.075
H 5.009 -4.255 1.841 0.080
H 5.342 -3.034 4.650 0.125
H 5.118 -2.100 3.129 0.133
H 1.369 -0.425 5.490 0.095
H -0.157 -1.371 5.625 0.088
H 1.295 -1.836 6.555 0.083
H -0.082 -3.751 6.401 0.123
H -0.908 -5.743 7.472 0.107
H -0.871 -8.223 7.782 0.095
H 0.653 -9.632 6.401 0.093
H 2.170 -8.547 4.737 0.095
H 2.110 -6.060 4.432 0.109
H 1.240 -2.603 2.349 0.158
H -1.232 -2.789 3.270 0.074
H 0.906 1.961 2.082 0.077
H -0.509 1.449 1.111 0.088
H -0.751 2.099 2.751 0.083
```

Results
SMILES: CCOC(=O)[C@](C)(/N=C/c1ccccc1)[C@H]1C=C([O-])N(C)C1=O
Net charge: -1
LUMO: 2.8 eV
Energy: -1069.73220 Eh


No. 4
Formula: C17H19N4O4
Source: the OMol25 dataset
Level of theory: ωB97M-V with the def2-TZVPD basis set

The geometry in XYZ format:
```
44
Properties=species:S:1:pos:R:3:lowdin_charge:R:1
O 1.584 0.715 -2.935 0.142
N 1.672 0.592 -1.741 -0.322
O 0.879 -0.080 -1.068 0.022
C 2.762 1.180 -1.054 -0.075
C 3.928 1.449 -1.780 0.036
C 5.097 1.722 -1.103 -0.030
C 5.076 1.609 0.287 -0.092
N 3.972 1.437 0.979 0.140
C 2.802 1.322 0.356 -0.209
N 1.697 1.331 1.155 -0.086
C 1.749 0.842 2.509 -0.098
C 0.866 -0.427 2.563 -0.062
N -0.124 -0.391 1.461 -0.108
C -1.163 -1.453 1.586 -0.068
C -1.960 -1.562 0.315 -0.236
C -1.398 -2.176 -0.794 -0.044
C -2.080 -2.275 -2.003 0.040
C -3.346 -1.741 -2.054 -0.192
C -3.922 -1.121 -0.936 -0.192
C -3.249 -1.014 0.255 0.046
O -5.167 -0.682 -1.254 0.053
C -5.383 -1.060 -2.603 -0.127
O -4.220 -1.704 -3.086 0.060
C -0.697 0.964 1.337 -0.064
C 0.413 1.907 0.832 -0.093
H 3.893 1.375 -2.857 0.131
H 6.011 1.938 -1.628 0.113
H 5.984 1.669 0.871 0.122
H 2.782 0.618 2.769 0.124
H 1.378 1.607 3.197 0.137
H 1.474 -1.325 2.448 0.143
H 0.334 -0.485 3.514 0.141
H 0.365 -0.536 0.548 0.136
H -0.649 -2.394 1.792 0.145
H -1.807 -1.208 2.433 0.143
H -0.407 -2.598 -0.727 0.119
H -1.642 -2.752 -2.862 0.129
H -3.713 -0.547 1.109 0.132
H -5.590 -0.165 -3.208 0.146
H -6.240 -1.748 -2.661 0.147
H -1.525 0.930 0.628 0.134
H -1.075 1.273 2.313 0.147
H 0.318 2.084 -0.237 0.127
H 0.321 2.880 1.334 0.142
```

Results
Relative energy (zero: lowest compared OMol25 entry of this formula, charge and spin): 0.0343 eV
SMILES: O=[N+]([O-])c1cccnc1N1CC[NH+](Cc2ccc3c(c2)OCO3)CC1
Net charge: +1
LUMO: -3.8 eV
Energy: -1178.85347 Eh


No. 5
Formula: C17H19N7O2SV
Source: the OMol25 dataset
Level of theory: ωB97M-V with the def2-TZVPD basis set

The geometry in XYZ format:
```
47
Properties=species:S:1:pos:R:3:lowdin_charge:R:1
V 0.141 -0.917 -0.688 0.845
O 1.015 -2.103 0.245 -0.188
C 2.131 -2.281 1.014 -0.255
C 2.410 -3.542 1.506 0.024
C 3.552 -3.705 2.283 -0.017
C 4.394 -2.634 2.553 -0.030
C 4.103 -1.379 2.049 0.010
C 2.961 -1.181 1.268 -0.138
C 2.658 0.123 0.747 0.009
N 1.638 0.365 -0.006 -0.071
N 1.491 1.693 -0.390 0.126
C 0.338 1.843 -0.942 -0.354
O -0.474 0.766 -1.029 -0.232
C -0.170 3.095 -1.487 -0.162
C -1.505 3.201 -1.885 -0.019
C -1.976 4.404 -2.380 -0.051
C -1.121 5.493 -2.485 -0.039
C 0.209 5.388 -2.095 -0.044
C 0.689 4.193 -1.594 -0.008
H 1.753 -4.372 1.288 0.133
H 3.783 -4.684 2.680 0.127
H 5.278 -2.780 3.158 0.126
H 4.758 -0.542 2.258 0.132
H 3.315 0.953 0.992 0.156
H -2.164 2.347 -1.813 0.111
H -3.008 4.494 -2.688 0.116
H -1.492 6.431 -2.876 0.120
H 0.869 6.240 -2.182 0.118
H 1.720 4.101 -1.282 0.118
C -3.831 -1.105 2.792 0.025
C -3.679 -1.588 1.402 -0.283
N -4.554 -2.245 0.714 0.176
N -3.968 -2.475 -0.492 0.082
C -2.747 -1.974 -0.586 -0.658
S -1.674 -1.952 -1.910 0.801
N -2.538 -1.414 0.627 -0.048
N -1.348 -0.745 0.935 0.095
H -4.852 -1.295 3.110 0.107
H -3.639 -0.033 2.865 0.097
H -3.154 -1.632 3.468 0.101
H -4.477 -2.976 -1.206 0.187
H -1.536 0.250 1.048 0.149
H -0.975 -1.120 1.806 0.151
N 1.269 -1.143 -2.453 0.053
H 2.221 -0.791 -2.371 0.102
H 0.848 -0.651 -3.241 0.102
H 1.337 -2.123 -2.724 0.098
```

Results
Spin multiplicity: 2
Relative energy (zero: lowest compared OMol25 entry of this formula, charge and spin): 0.0000 eV
Expectation value of S²: 0.7707
Net charge: +2
LUMO (spin up / spin down): -8.2 / -7.5 eV
Energy: -2534.72641 Eh


Look up the energy of the fifth one. -2534.72641 Eh